<1>
19
Properties=species:S:1:pos:R:3:nbo_charge:R:1 method="wB97M-V/def2-TZVPD" charge=0 gap_ev=9.02 homo_ev=-8.0
C -1.132 0.579 -0.030 0.020
C -1.382 1.884 -0.050 -0.415
C 0.503 -1.311 0.857 -0.656
C 0.173 -0.090 0.019 -0.078
C 2.572 -0.061 -0.821 -0.657
C 1.208 0.567 -0.552 -0.119
C -2.336 -0.431 0.234 -0.659
H 1.119 1.458 -1.188 0.189
H 2.810 -0.813 -0.040 0.207
H -2.020 -1.471 0.174 0.215
H -2.846 -0.106 1.135 0.221
H 2.379 -0.564 -1.772 0.225
H 0.754 -2.268 0.364 0.223
H -0.703 2.628 -0.468 0.198
H 3.471 0.541 -0.789 0.219
H -3.074 -0.205 -0.533 0.222
H -0.444 -1.438 1.397 0.219
H -2.290 2.284 0.391 0.198
H 1.236 -1.182 1.673 0.227

=====

<2>
19
Properties=species:S:1:pos:R:3:nbo_charge:R:1 method="wB97M-V/def2-TZVPD" charge=0 gap_ev=10.78 homo_ev=-9.6
C 0.088 -1.259 -1.622 -0.223
C 0.605 0.074 -2.067 -0.427
C 0.002 1.057 0.859 -0.400
C 0.232 -0.369 0.356 -0.204
C -0.545 1.115 2.283 -0.602
C 1.176 -0.556 -0.834 -0.220
C -0.892 -1.086 -0.462 -0.396
H 0.544 -1.009 1.191 0.204
H -0.692 2.149 2.613 0.209
H -1.783 -0.486 -0.685 0.194
H 1.255 0.056 -2.937 0.221
H 0.171 -2.140 -2.253 0.215
H -0.687 1.583 0.185 0.196
H -0.016 0.967 -2.003 0.204
H 2.231 -0.805 -0.752 0.215
H 0.951 1.606 0.813 0.202
H -1.507 0.597 2.364 0.202
H -1.207 -2.034 -0.015 0.211
H 0.152 0.634 2.979 0.200

=====

Out of the structures above, which one is the most stable? Solution: <2>.